Entry 1:
Computed, not measured: the molecule C7H7N in a non-equilibrium geometry, with ωB97M-V with the def2-TZVPD basis set.

Values from the calculation:
* ΔE to the lowest compared entry with this formula, charge and spin: 350.3 kJ/mol
* gap between HOMO and LUMO: 0.32829 Ha
* M: 105.14 g/mol
* SMILES: C1=Cc2cc[nH]c2C1
* net charge: 0

```
15
Properties=species:S:1:pos:R:3:nbo_charge:R:1
C 1.904 0.201 0.994 -0.16
C 1.763 -0.894 0.114 -0.24
C 0.296 -0.563 -0.479 -0.10
C -0.879 -1.109 -1.052 -0.28
C -1.928 -0.176 -1.084 -0.08
N -1.540 0.740 -0.142 -0.51
C -0.138 0.602 0.088 0.07
C 0.712 0.985 1.204 -0.50
H 2.654 0.640 1.836 0.22
H 2.247 -2.025 0.067 0.25
H -1.166 -2.288 -1.470 0.21
H -2.867 -0.338 -1.576 0.22
H -2.179 1.582 -0.028 0.41
H 0.663 0.851 2.247 0.26
H 1.054 2.119 1.212 0.21
```


Entry 2:
Computed, not measured: a structure of composition C7H7N2OS3 in a non-equilibrium geometry, with ωB97M-V with the def2-TZVPD basis set.

Values from the calculation:
* gap between HOMO and LUMO: 0.23512 Ha
* M: 231.35 g/mol
* net charge: -1

```
20
Properties=species:S:1:pos:R:3:nbo_charge:R:1
C 2.363 -0.273 0.837 -0.29
C 1.053 0.029 1.135 -0.12
C 2.763 -0.099 -0.480 0.04
C 0.709 0.541 -1.161 0.09
C 0.148 0.492 0.146 -0.15
C -2.033 1.667 -0.528 0.31
C -1.151 0.858 0.355 -0.07
N 1.965 0.291 -1.489 -0.45
N -1.751 -1.329 0.283 -0.93
O -2.877 1.394 -1.393 -0.63
S -1.488 3.229 -0.053 -0.30
S -3.354 -1.357 0.895 0.10
S -1.644 -1.584 -1.301 0.18
H 3.031 -0.791 1.521 0.21
H 0.755 -0.197 2.139 0.21
H 3.867 -0.359 -0.646 0.17
H 0.050 0.964 -2.025 0.21
H -1.443 0.928 1.362 0.24
H -4.010 -0.513 0.040 0.09
H -2.204 -0.502 -1.708 0.09
```


Entry 3:
Computed, not measured: the molecule C7H7N3O2 in a non-equilibrium geometry, with ωB97M-V with the def2-TZVPD basis set.

Values from the calculation:
* ΔE to the lowest compared entry with this formula, charge and spin: 531.2 kJ/mol
* gap between HOMO and LUMO (spin up / spin down): 0.25021 / 0.24998 Ha
* M: 165.15 g/mol
* net charge: 0

```
19
Properties=species:S:1:pos:R:3:nbo_charge:R:1
C -1.691 -0.652 -2.550 -0.04
C -2.390 0.330 -1.983 0.02
C -0.330 -0.864 -0.731 -0.06
C -0.973 0.316 -0.295 0.15
C 0.428 -1.688 0.249 0.65
C 0.886 0.418 1.630 0.62
C 1.725 1.404 0.759 -0.66
N -0.712 -1.254 -1.959 -0.33
N -1.929 0.979 -0.919 -0.44
N 0.953 -0.969 1.279 -0.64
O 0.469 -2.908 0.268 -0.56
O 0.591 0.710 2.876 -0.66
H -2.008 -0.880 -3.541 0.20
H -3.332 0.637 -2.383 0.19
H 2.644 1.511 1.331 0.19
H 1.116 2.393 0.869 0.25
H 1.957 1.094 -0.179 0.24
H 1.133 -1.576 2.036 0.41
H 1.462 0.999 3.244 0.49
```


Entry 4:
Computed, not measured: the molecule C7H7NO3 in a non-equilibrium geometry, with ωB97M-V with the def2-TZVPD basis set.

Values from the calculation:
* ΔE to the lowest compared entry with this formula, charge and spin: 6.6 kJ/mol
* gap between HOMO and LUMO: 0.34339 Ha
* M: 153.14 g/mol
* SMILES: Nc1cc(C(=O)O)ccc1O
* net charge: 0

```
18
Properties=species:S:1:pos:R:3:nbo_charge:R:1
N 2.089 1.602 -0.073 -0.87
C 1.082 0.557 0.007 0.03
C -0.262 0.755 0.020 -0.15
C -1.159 -0.309 0.070 -0.25
C -2.610 -0.082 0.061 0.78
O -3.471 -0.947 0.010 -0.60
O -2.868 1.238 0.043 -0.68
C -0.671 -1.604 -0.005 -0.11
C 0.751 -1.879 -0.036 -0.29
C 1.595 -0.756 0.084 0.33
O 2.923 -0.809 0.097 -0.66
H 2.230 2.051 0.869 0.38
H 1.854 2.349 -0.742 0.39
H -0.641 1.795 0.037 0.23
H -3.824 1.271 -0.055 0.50
H -1.390 -2.476 -0.133 0.24
H 1.193 -2.884 -0.174 0.24
H 3.179 0.128 -0.080 0.50
```


Entry 5:
Computed, not measured: the molecule C7H7NS in a non-equilibrium geometry, with ωB97M-V with the def2-TZVPD basis set.

Values from the calculation:
* ΔE to the lowest compared entry with this formula, charge and spin: 17.2 kJ/mol
* gap between HOMO and LUMO (spin up / spin down): 0.24632 / 0.28942 Ha
* M: 137.21 g/mol
* spin multiplicity: 3
* net charge: 0

```
16
Properties=species:S:1:pos:R:3:mulliken_spin:R:1
C -2.907 0.738 0.025 -0.02
C 0.658 -0.235 0.335 0.00
C 0.653 -1.557 0.221 0.46
C -1.760 -0.007 0.071 0.46
C -0.519 0.596 0.188 0.44
C -0.538 -2.325 -0.164 -0.02
C -0.534 2.069 0.405 0.01
N -3.932 1.233 -0.060 0.24
S -2.225 -1.706 -0.033 0.28
H 1.507 0.263 0.463 0.01
H 1.604 -2.175 0.420 0.02
H -0.380 -2.631 -1.199 0.06
H -0.534 -3.306 0.445 0.03
H -1.131 2.487 -0.305 0.02
H 0.386 2.462 0.375 0.00
H -0.990 2.199 1.312 0.03
```


Entry 6:
Computed, not measured: the molecule C7H7NS4 in a non-equilibrium geometry, with ωB97M-V with the def2-TZVPD basis set.

Values from the calculation:
* ΔE to the lowest compared entry with this formula, charge and spin: 0.0 kJ/mol
* gap between HOMO and LUMO: 0.26262 Ha
* M: 233.41 g/mol
* net charge: 0

```
19
Properties=species:S:1:pos:R:3:nbo_charge:R:1
C 0.747 1.196 2.058 -0.13
C 1.249 0.168 1.254 -0.25
C -0.481 1.813 1.867 -0.27
C 0.839 -1.519 -0.454 -0.43
C -1.197 1.182 0.878 0.08
C 0.499 -0.344 0.217 0.20
C 0.418 -1.660 -1.747 -0.21
N -0.799 0.161 0.041 -0.43
S -1.800 -0.405 -1.157 -0.09
S 0.317 -3.349 -2.421 0.07
S -0.723 -0.616 -4.306 -0.13
S 0.599 -0.329 -2.897 0.20
H 1.440 1.605 2.777 0.21
H 2.302 -0.010 1.293 0.23
H -0.756 2.759 2.170 0.24
H 1.494 -2.151 0.119 0.25
H -2.055 1.689 0.453 0.22
H -0.305 -2.911 -3.373 0.11
H -1.596 -0.343 -3.340 0.14
```


Entry 7:
Computed, not measured: a structure of composition C7H7O6OsS in a non-equilibrium geometry, with ωB97M-V with the def2-TZVPD basis set.

Values from the calculation:
* ΔE to the lowest compared entry with this formula, charge and spin: 160.2 kJ/mol
* gap between HOMO and LUMO (spin up / spin down): 0.28275 / 0.15378 Ha
* M: 409.42 g/mol
* spin multiplicity: 5
* net charge: +3

```
22
Properties=species:S:1:pos:R:3:mulliken_spin:R:1
O 0.799 0.025 -5.610 0.00
C 0.946 0.030 -4.471 0.02
Os -0.157 -0.009 -0.410 2.40
O 2.707 0.013 -1.649 0.14
C 1.653 0.009 -1.159 0.01
C -1.874 -0.011 0.540 -0.01
O -2.887 -0.017 1.105 0.15
C -0.111 -1.971 -0.299 -0.03
O -0.096 -3.120 -0.238 0.14
C -0.136 1.956 -0.313 -0.03
O -0.152 3.109 -0.296 0.14
H -0.934 -0.021 -1.841 0.09
C 1.766 -1.091 3.918 0.06
S 0.370 -0.336 3.097 0.38
C 0.301 1.261 3.914 0.08
O 0.943 -0.067 1.672 0.43
H 1.630 -1.232 5.002 0.00
H 2.643 -0.467 3.691 0.02
H 1.875 -2.077 3.442 0.00
H 1.288 1.738 3.804 0.02
H -0.474 1.858 3.408 0.00
H 0.021 1.181 4.979 0.00
```


Entry 8:
Computed, not measured: the molecule C7H8 in a non-equilibrium geometry, with ωB97M-V with the def2-TZVPD basis set.

Values from the calculation:
* ΔE to the lowest compared entry with this formula, charge and spin: 450.9 kJ/mol
* gap between HOMO and LUMO: 0.38900 Ha
* M: 92.14 g/mol
* SMILES: C#CC[C@H](C)C#C
* net charge: 0

```
15
Properties=species:S:1:pos:R:3:nbo_charge:R:1
C -2.497 -0.860 1.516 -0.25
C -1.325 -0.854 1.232 -0.01
C 0.097 -0.815 0.874 -0.47
C 0.391 0.230 -0.211 -0.26
C -0.285 0.037 -1.561 -0.60
C 1.842 0.485 -0.341 -0.03
C 2.610 1.399 -0.167 -0.21
H -3.538 -0.893 1.754 0.24
H 0.432 -1.814 0.568 0.23
H 0.689 -0.535 1.756 0.24
H 0.056 1.204 0.195 0.22
H 0.020 -0.888 -2.062 0.21
H -1.371 0.034 -1.450 0.22
H -0.011 0.884 -2.199 0.22
H 2.891 2.387 0.096 0.23
```


Entry 9:
Computed, not measured: the molecule C7H8, with ωB97M-V with the def2-TZVPD basis set.

Values from the calculation:
* ΔE to the lowest compared entry with this formula, charge and spin: 740.8 kJ/mol
* gap between HOMO and LUMO (spin up / spin down): 0.30216 / 0.30219 Ha
* M: 92.14 g/mol
* net charge: 0

```
15
Properties=species:S:1:pos:R:3:nbo_charge:R:1
C -0.608 -1.653 -0.649 -0.59
C 0.329 -0.573 -0.098 -0.33
C 0.889 0.447 -1.122 -0.44
C 1.129 1.632 -0.274 -0.29
C 0.933 2.365 0.703 -0.25
C -0.337 0.274 0.915 0.46
C -0.936 0.920 1.817 -0.56
H -1.432 -1.206 -1.213 0.22
H -0.043 -2.309 -1.318 0.23
H -1.026 -2.271 0.152 0.22
H 1.181 -1.047 0.406 0.24
H 1.771 0.040 -1.629 0.23
H 0.135 0.665 -1.890 0.22
H -0.219 1.949 1.711 0.35
H -1.767 0.766 2.489 0.28
```


Entry 10:
Computed, not measured: a structure of composition C7H8 in a non-equilibrium geometry, with ωB97M-V with the def2-TZVPD basis set.

Values from the calculation:
* ΔE to the lowest compared entry with this formula, charge and spin: 296.5 kJ/mol
* gap between HOMO and LUMO: 0.31323 Ha
* M: 92.14 g/mol
* net charge: 0

```
15
Properties=species:S:1:pos:R:3:nbo_charge:R:1
C 2.966 -0.637 -0.075 -0.39
C 1.584 -0.690 -0.113 -0.20
C -1.584 1.453 0.324 -0.23
C -2.528 0.501 0.067 -0.12
C 0.758 0.502 0.033 -0.25
C -0.597 0.469 -0.008 0.03
C -1.580 -0.650 -0.246 -0.48
H 3.558 -1.517 -0.145 0.20
H 3.470 0.295 0.149 0.19
H 1.097 -1.650 -0.275 0.20
H -1.581 2.451 0.698 0.22
H -3.606 0.495 0.125 0.20
H 1.241 1.473 0.240 0.21
H -1.530 -1.449 0.494 0.22
H -1.669 -1.048 -1.269 0.22
```


Entry 11:
Computed, not measured: the molecule C7H8 in a non-equilibrium geometry, with ωB97M-V with the def2-TZVPD basis set.

Values from the calculation:
* ΔE to the lowest compared entry with this formula, charge and spin: 429.8 kJ/mol
* gap between HOMO and LUMO: 0.36895 Ha
* M: 92.14 g/mol
* SMILES: C#C[C@@H](C)C=C=C
* net charge: 0

```
15
Properties=species:S:1:pos:R:3:nbo_charge:R:1
C 2.575 0.286 -1.304 -0.25
C 1.423 0.337 -0.950 0.01
C 0.006 0.348 -0.521 -0.31
C -0.948 0.104 -1.688 -0.58
C -0.193 -0.726 0.527 -0.30
C -0.630 -0.516 1.730 0.13
C -0.705 -0.147 2.973 -0.53
H 3.599 0.256 -1.617 0.24
H -0.188 1.336 -0.079 0.24
H -0.800 -0.913 -2.067 0.21
H -1.978 0.187 -1.325 0.21
H -0.782 0.815 -2.500 0.22
H 0.079 -1.744 0.286 0.23
H 0.137 0.544 2.944 0.25
H -1.598 -0.166 3.591 0.23
```


Entry 12:
Computed, not measured: a structure of composition C7H8 in a non-equilibrium geometry, with ωB97M-V with the def2-TZVPD basis set.

Values from the calculation:
* ΔE to the lowest compared entry with this formula, charge and spin: 593.0 kJ/mol
* gap between HOMO and LUMO: 0.34854 Ha
* M: 92.14 g/mol
* net charge: 0

```
15
Properties=species:S:1:pos:R:3:nbo_charge:R:1
C -1.794 -0.759 0.733 -0.16
C -0.905 -0.018 1.330 -0.22
C 0.417 -1.510 -0.996 -0.24
C -0.632 -0.741 -0.640 0.04
C 1.350 -0.562 -0.168 -0.41
C 0.075 0.280 0.190 -0.13
C 0.156 1.712 -0.393 -0.62
H -2.850 -1.151 0.697 0.24
H -0.958 0.317 2.353 0.22
H 0.729 -2.310 -1.641 0.22
H 1.768 -1.083 0.640 0.21
H 2.132 0.025 -0.578 0.19
H 1.230 1.869 -0.252 0.22
H -0.585 2.291 0.184 0.22
H -0.133 1.642 -1.460 0.22
```


- Look up the net charge of the eighth one.
  0


Please write out number 1 again, unchanged.
Computed, not measured: the molecule C7H7N in a non-equilibrium geometry, with ωB97M-V with the def2-TZVPD basis set.

Values from the calculation:
* ΔE to the lowest compared entry with this formula, charge and spin: 350.3 kJ/mol
* gap between HOMO and LUMO: 0.32829 Ha
* M: 105.14 g/mol
* SMILES: C1=Cc2cc[nH]c2C1
* net charge: 0

```
15
Properties=species:S:1:pos:R:3:nbo_charge:R:1
C 1.904 0.201 0.994 -0.16
C 1.763 -0.894 0.114 -0.24
C 0.296 -0.563 -0.479 -0.10
C -0.879 -1.109 -1.052 -0.28
C -1.928 -0.176 -1.084 -0.08
N -1.540 0.740 -0.142 -0.51
C -0.138 0.602 0.088 0.07
C 0.712 0.985 1.204 -0.50
H 2.654 0.640 1.836 0.22
H 2.247 -2.025 0.067 0.25
H -1.166 -2.288 -1.470 0.21
H -2.867 -0.338 -1.576 0.22
H -2.179 1.582 -0.028 0.41
H 0.663 0.851 2.247 0.26
H 1.054 2.119 1.212 0.21
```